C45H73BClN8O2P2Pt as an isolated structure, computed with ωB97M-V/def2-TZVPD.

Cartesian coordinates (Å):
Pt  0.430  -1.038  -1.611
C  -4.311  0.675  -1.513
C  -2.967  0.298  -0.877
C  -2.267  1.555  -0.325
C  -3.278  -0.568  0.346
P  -1.758  -0.447  -2.136
C  -1.579  1.064  -3.233
N  -0.357  1.673  -2.786
B  0.606  0.878  -2.117
N  1.787  1.667  -2.011
C  3.030  1.045  -1.660
P  2.756  -0.755  -2.099
C  3.104  -0.720  -3.960
C  2.160  0.261  -4.670
C  4.541  -0.263  -4.255
C  2.874  -2.091  -4.596
C  4.142  -1.624  -1.176
C  4.757  -2.851  -1.854
C  3.528  -2.062  0.162
C  5.300  -0.647  -0.894
C  1.561  2.883  -2.664
C  2.394  3.963  -2.895
C  1.892  5.040  -3.621
C  0.587  5.037  -4.103
C  -0.258  3.955  -3.873
C  0.238  2.881  -3.158
C  -2.555  -1.675  -3.292
C  -1.460  -2.112  -4.283
C  -3.051  -2.899  -2.525
C  -3.723  -1.094  -4.104
H  -4.840  1.337  -0.822
H  -4.939  -0.203  -1.664
H  -4.225  1.201  -2.462
H  -2.865  1.951  0.500
H  -2.156  2.353  -1.057
H  -1.278  1.310  0.070
H  -4.012  -0.024  0.945
H  -2.406  -0.689  0.992
H  -3.714  -1.533  0.090
H  -2.437  1.724  -3.101
H  -1.539  0.774  -4.287
H  3.246  1.150  -0.596
H  3.870  1.465  -2.212
H  2.357  1.301  -4.412
H  1.110  0.036  -4.472
H  2.323  0.154  -5.746
H  4.754  0.727  -3.853
H  4.656  -0.195  -5.340
H  5.297  -0.958  -3.895
H  1.840  -2.407  -4.481
H  3.507  -2.868  -4.180
H  3.091  -2.005  -5.664
H  4.023  -3.600  -2.123
H  5.449  -3.298  -1.134
H  5.347  -2.590  -2.732
H  2.686  -2.738  0.012
H  3.176  -1.211  0.745
H  4.289  -2.572  0.758
H  5.722  -0.228  -1.808
H  6.098  -1.203  -0.395
H  5.021  0.165  -0.229
H  3.409  3.973  -2.518
H  2.528  5.894  -3.813
H  0.224  5.888  -4.663
H  -1.272  3.951  -4.255
H  -0.516  -2.332  -3.780
H  -1.276  -1.351  -5.044
H  -1.795  -3.016  -4.799
H  -2.228  -3.467  -2.099
H  -3.576  -3.555  -3.226
H  -3.753  -2.635  -1.733
H  -3.496  -0.127  -4.553
H  -4.631  -0.997  -3.514
H  -3.942  -1.785  -4.923
C  -1.434  2.491  7.472
C  -0.663  1.250  6.999
C  -1.360  0.008  7.564
C  0.756  1.341  7.580
C  -0.607  1.225  5.428
O  0.011  2.408  4.951
C  -2.016  1.039  4.821
C  -2.227  1.542  3.381
C  -2.257  3.046  3.235
C  -3.213  3.810  3.900
C  -3.256  5.191  3.762
C  -2.333  5.817  2.940
Cl  -2.378  7.540  2.757
C  -1.372  5.080  2.265
C  -1.339  3.703  2.421
C  0.336  0.086  4.994
N  0.533  -0.041  3.559
C  0.013  -0.969  2.739
N  0.386  -0.744  1.496
C  1.161  0.365  1.620
N  1.287  0.816  2.848
H  -1.397  2.537  8.561
H  -2.487  2.477  7.190
H  -0.984  3.416  7.104
H  -1.367  0.065  8.654
H  -0.844  -0.917  7.299
H  -2.399  -0.067  7.236
H  0.706  1.658  8.622
H  1.358  2.065  7.032
H  1.267  0.376  7.570
H  -0.600  3.148  5.039
H  -2.747  1.558  5.442
H  -2.286  -0.019  4.889
H  -3.194  1.152  3.047
H  -1.484  1.141  2.695
H  -3.950  3.325  4.532
H  -4.002  5.778  4.278
H  -0.652  5.584  1.634
H  -0.564  3.131  1.925
H  -0.080  -0.866  5.318
H  1.311  0.209  5.456
H  -0.631  -1.762  3.088
H  1.626  0.858  0.780
C  1.566  -6.439  -2.521
N  0.746  -5.569  -1.679
C  -0.230  -6.067  -0.894
C  -0.978  -5.263  -0.114
C  -0.694  -3.869  -0.170
N  0.204  -3.348  -1.000
C  1.001  -4.188  -1.737
O  1.892  -3.796  -2.460
N  -1.334  -3.019  0.634
H  1.493  -7.458  -2.150
H  2.598  -6.108  -2.481
H  1.228  -6.401  -3.555
H  -0.362  -7.140  -0.920
H  -1.739  -5.656  0.543
H  -2.182  -3.282  1.101
H  -1.083  -2.044  0.539

Its charge is +1. The HOMO-LUMO gap is 7.89 eV. The energy above the lowest of the compared OMol25 structures with the same formula, charge and spin comes out at 0.276 eV. For the HOMO energy, the calculation gives -9.83 eV. The value obtained for the largest force on an atom is 0.40 eV Å⁻¹.

Results of the Mulliken charge analysis, in e, for atoms 1 through 99:
1. Pt 2.73
2. C -1.94
3. C 2.79
4. C -2.55
5. C -1.09
6. P 0.11
7. C -2.14
8. N 0.80
9. B -0.42
10. N 0.57
11. C -1.47
12. P -0.09
13. C 2.16
14. C -1.49
15. C -1.72
16. C -1.67
17. C 2.59
18. C -1.63
19. C -1.61
20. C -1.84
21. C 0.20
22. C -1.20
23. C -0.81
24. C -0.79
25. C -1.00
26. C 0.70
27. C 2.06
28. C -1.82
29. C -1.63
30. C -1.87
31. H 0.52
32. H 0.35
33. H 0.27
34. H 0.94
35. H 0.18
36. H 0.07
37. H 0.53
38. H 0.01
39. H 0.32
40. H 0.62
41. H 0.48
42. H 0.41
43. H 0.50
44. H 0.22
45. H 0.02
46. H 0.73
47. H 0.24
48. H 0.49
49. H 0.34
50. H -0.01
51. H 0.29
52. H 0.66
53. H 0.04
54. H 0.57
55. H 0.30
56. H -0.04
57. H 0.37
58. H 0.65
59. H 0.32
60. H 0.52
61. H 0.33
62. H 0.52
63. H 0.43
64. H 0.43
65. H 0.50
66. H 0.22
67. H 0.29
68. H 0.61
69. H 0.17
70. H 0.57
71. H 0.25
72. H 0.22
73. H 0.42
74. H 0.57
75. C -1.73
76. C 1.77
77. C -1.76
78. C -1.96
79. C 1.73
80. O -0.62
81. C -1.68
82. C 1.79
83. C -0.80
84. C -0.27
85. C -1.03
86. C 0.24
87. Cl -0.21
88. C -1.25
89. C 1.01
90. C -2.01
91. N 0.96
92. C -0.21
93. N 0.46
94. C -0.72
95. N -1.02
96. H 0.54
97. H 0.36
98. H 0.40
99. H 0.48

A 9-piece molecular cluster, C21H27Cl6F5O18 overall in a non-equilibrium geometry, computed with ωB97M-V/def2-TZVPD.

Cartesian coordinates (Å):
O  7.160  -0.555  0.956
C  6.207  -0.571  1.662
O  5.387  -1.625  1.892
C  4.530  -1.261  2.950
C  4.624  0.277  3.029
F  4.717  0.732  4.309
O  5.841  0.525  2.374
H  3.500  -1.590  2.813
H  4.779  -1.622  3.956
H  3.722  0.689  2.574
O  3.079  1.623  0.637
C  2.152  1.299  -0.024
O  1.180  2.189  -0.381
C  0.126  1.464  -1.032
C  0.609  0.025  -0.999
F  0.318  -0.651  -2.135
O  1.976  0.136  -0.644
H  -0.835  1.631  -0.563
H  0.110  1.882  -2.043
H  0.111  -0.491  -0.173
O  -0.849  2.735  -4.232
C  -1.494  3.692  -4.532
O  -1.586  4.178  -5.735
C  -2.422  5.318  -5.801
C  -2.570  5.677  -4.320
F  -3.878  5.960  -4.078
O  -2.127  4.532  -3.632
H  -2.071  6.069  -6.506
H  -3.370  5.005  -6.247
H  -1.952  6.507  -3.980
O  -2.336  -0.729  -0.094
C  -2.952  -1.616  -0.559
O  -2.889  -2.885  -0.137
C  -3.577  -3.740  -1.014
C  -4.385  -2.783  -1.892
F  -5.714  -2.837  -1.613
O  -3.916  -1.498  -1.521
H  -2.973  -4.302  -1.737
H  -4.064  -4.531  -0.449
H  -4.135  -2.935  -2.941
O  0.975  -0.444  2.002
C  0.556  0.079  2.977
O  -0.717  0.194  3.359
C  -0.742  1.249  4.349
C  0.598  1.126  4.966
F  0.529  0.291  6.053
O  1.412  0.609  3.930
H  -0.825  2.146  3.720
H  -1.668  1.209  4.911
H  1.065  2.069  5.250
C  0.212  -3.195  0.257
O  0.351  -4.597  0.447
C  0.754  -4.982  1.647
O  0.842  -4.294  2.625
O  1.084  -6.257  1.589
C  1.611  -6.829  2.784
H  -0.335  -2.682  1.044
H  -0.190  -2.974  -0.727
H  1.223  -2.775  0.232
H  1.585  -7.908  2.699
H  0.998  -6.523  3.635
H  2.602  -6.408  2.952
Cl  1.685  5.353  -1.728
C  2.636  4.873  -0.283
Cl  3.136  6.380  0.591
H  2.039  4.291  0.403
H  3.540  4.355  -0.574
Cl  -2.510  2.185  1.310
C  -4.289  2.064  1.244
Cl  -4.939  2.250  -0.392
H  -4.595  1.084  1.589
H  -4.660  2.832  1.913
Cl  -1.217  -1.927  -6.205
C  -0.772  -2.012  -4.518
Cl  -0.715  -3.660  -3.889
H  0.211  -1.568  -4.414
H  -1.505  -1.524  -3.885

Its charge is 0. The HOMO-LUMO gap is 10.90 eV. As for the SMILES: O=C1OC[C@@H](F)O1.O=C1OC[C@@H](F)O1.O=C1OC[C@@H](F)O1.O=C1OC[C@@H](F)O1.O=C1OC[C@@H](F)O1.COC(=O)OC.ClCCl.ClCCl.ClCCl. The energy above the lowest of the compared OMol25 structures with the same formula, charge and spin comes out at 1.317 eV. For the HOMO energy, the calculation gives -10.70 eV. The value obtained for the largest force on an atom is 2.40 eV Å⁻¹.

For reference, the Mulliken charges in units of e are:
1. O -0.53
2. C 0.56
3. O -0.33
4. C -0.24
5. C 1.12
6. F -0.34
7. O -0.38
8. H 0.17
9. H 0.25
10. H -0.23
11. O -0.51
12. C 0.61
13. O -0.21
14. C -0.05
15. C 0.66
16. F -0.18
17. O -0.24
18. H -0.17
19. H 0.13
20. H -0.11
21. O -0.50
22. C 0.66
23. O -0.37
24. C -0.45
25. C 0.36
26. F -0.28
27. O -0.26
28. H 0.27
29. H 0.26
30. H 0.26
31. O -0.33
32. C 0.55
33. O -0.27
34. C -0.36
35. C 0.32
36. F -0.32
37. O -0.31
38. H 0.19
39. H 0.32
40. H 0.24
41. O -0.09
42. C 0.25
43. O -0.29
44. C -0.50
45. C 0.24
46. F -0.32
47. O -0.21
48. H 0.28
49. H 0.31
50. H 0.32
51. C -0.52
52. O -0.40
53. C 0.75
54. O -0.56
55. O -0.38
56. C -0.64
57. H 0.27
58. H 0.16
59. H 0.50
60. H 0.23
61. H 0.30
62. H 0.27
63. Cl -0.15
64. C 0.22
65. Cl -0.20
66. H -0.07
67. H 0.24
68. Cl -0.04
69. C -0.48
70. Cl -0.15
71. H 0.25
72. H 0.42
73. Cl -0.17
74. C 0.11
75. Cl -0.17
76. H 0.23
77. H 0.01

C4H5O2Pt as an isolated structure in a non-equilibrium geometry, computed with ωB97M-V/def2-TZVPD.

Cartesian coordinates (Å):
H  1.119  -1.301  0.945
C  0.166  -0.872  0.081
C  1.432  -0.670  -0.373
O  2.200  0.164  -0.760
Pt  3.741  0.485  -1.117
H  -0.412  -1.711  -0.313
O  -1.722  0.786  1.722
C  -1.308  0.544  0.594
C  -1.211  0.711  -0.722
H  -1.511  0.115  2.409
H  -0.527  1.483  -1.094
H  -1.968  0.265  -1.374

Its charge is +3. The HOMO-LUMO gap (alpha / beta) is 8.35 / 6.96 eV. Its multiplicity is 3. As for the expectation value of S²: 2.0626. The energy above the lowest of the compared OMol25 structures with the same formula, charge and spin comes out at 2.386 eV. For the HOMO energy (alpha / beta), the calculation gives -23.18 / -23.95 eV. The value obtained for the largest force on an atom is 16.48 eV Å⁻¹.

For reference, the natural (NBO) charges in units of e are:
1. H 0.41
2. C -0.46
3. C 0.52
4. O -0.43
5. Pt 1.22
6. H 0.35
7. O -0.39
8. C 0.80
9. C -0.37
10. H 0.60
11. H 0.36
12. H 0.39

C13H16GdN2PSe as an isolated structure in a non-equilibrium geometry, computed with ωB97M-V/def2-TZVPD.

Cartesian coordinates (Å):
C  -0.671  0.021  -4.174
C  -1.465  1.202  -4.340
C  -0.596  2.341  -4.251
C  0.761  1.866  -4.203
C  0.723  0.435  -4.121
Gd  0.126  -0.269  -0.992
P  -0.205  -2.939  -1.900
H  -0.983  -1.039  -4.209
H  -2.571  1.178  -4.361
H  -0.911  3.373  -4.005
H  1.557  -0.297  -4.100
H  1.671  2.452  -4.052
H  0.917  -3.548  -2.592
H  -1.288  -3.498  -2.683
H  -0.262  -3.795  -0.722
C  -1.553  -0.020  0.703
N  -0.178  0.200  1.289
C  0.680  1.259  0.935
Se  0.607  2.383  -0.558
N  1.639  1.265  1.908
C  1.256  0.445  2.956
C  1.792  0.381  4.242
C  1.066  -0.381  5.181
C  -0.152  -0.999  4.821
C  -0.658  -0.923  3.503
C  0.125  -0.214  2.603
H  -1.758  0.842  0.015
H  -2.339  -0.142  1.457
H  -1.569  -1.026  0.144
H  2.365  1.976  2.013
H  2.731  0.870  4.483
H  1.442  -0.487  6.210
H  -0.698  -1.545  5.601
H  -1.599  -1.365  3.197

Its charge is 0. The HOMO-LUMO gap (alpha / beta) is 4.81 / 5.53 eV. Its multiplicity is 8. As for the expectation value of S²: 16.7863. For the HOMO energy (alpha / beta), the calculation gives -5.41 / -5.96 eV. The value obtained for the largest force on an atom is 5.05 eV Å⁻¹.

For reference, the Mulliken charges in units of e are:
1. C -0.23
2. C -0.73
3. C -0.36
4. C -0.76
5. C -0.55
6. Gd 0.29
7. P -0.13
8. H 0.43
9. H 0.35
10. H 0.39
11. H 0.38
12. H 0.42
13. H 0.13
14. H 0.14
15. H 0.11
16. C -1.19
17. N 0.27
18. C -0.33
19. Se -0.18
20. N -0.05
21. C 0.60
22. C -0.89
23. C -0.44
24. C -0.68
25. C -0.76
26. C 0.79
27. H 0.43
28. H 0.50
29. H 0.35
30. H 0.28
31. H 0.38
32. H 0.36
33. H 0.36
34. H 0.34

C5H10O as an isolated structure, computed with ωB97M-V/def2-TZVPD.

Cartesian coordinates (Å):
C  -1.290  0.398  -0.826
C  -0.396  -0.353  0.164
C  -0.713  -0.023  1.611
C  1.204  0.457  -0.234
O  1.367  1.481  0.391
C  1.934  -0.396  -1.042
H  -1.060  0.136  -1.863
H  -1.157  1.477  -0.699
H  -2.342  0.153  -0.633
H  -0.515  -1.434  -0.028
H  -0.481  1.029  1.798
H  -0.125  -0.632  2.307
H  -1.775  -0.195  1.817
H  1.419  -1.171  -1.600
H  2.958  -0.155  -1.314
H  0.971  -0.773  0.152

Its charge is 0. The HOMO-LUMO gap is 9.64 eV. The energy above the lowest of the compared OMol25 structures with the same formula, charge and spin comes out at 3.892 eV. For the HOMO energy, the calculation gives -8.76 eV. The value obtained for the largest force on an atom is 0.40 eV Å⁻¹.

For reference, the natural (NBO) charges in units of e are:
1. C -0.60
2. C -0.35
3. C -0.63
4. C 0.40
5. O -0.61
6. C -0.62
7. H 0.22
8. H 0.23
9. H 0.21
10. H 0.23
11. H 0.24
12. H 0.21
13. H 0.21
14. H 0.22
15. H 0.23
16. H 0.40

A 2-piece molecular cluster, C3H11NO overall in a non-equilibrium geometry, computed with ωB97M-V/def2-TZVPD.

Cartesian coordinates (Å):
C  -0.004  0.369  0.573
N  -0.339  -0.904  -0.049
C  0.334  -2.032  0.560
C  -1.716  -1.127  -0.398
H  1.012  0.648  0.279
H  -0.171  0.352  1.656
H  -0.687  1.119  0.168
H  -0.145  -2.990  0.299
H  1.370  -2.114  0.238
H  0.313  -2.011  1.664
H  -1.764  -1.918  -1.138
H  -2.121  -0.232  -0.867
H  -2.376  -1.354  0.453
O  2.479  4.168  -1.126
H  1.892  3.944  -0.399
H  1.923  4.084  -1.915

Its charge is 0. The HOMO-LUMO gap is 8.99 eV. As for the SMILES: CN(C)C.O. The energy above the lowest of the compared OMol25 structures with the same formula, charge and spin comes out at 1.042 eV. For the HOMO energy, the calculation gives -8.23 eV. The value obtained for the largest force on an atom is 1.04 eV Å⁻¹.

For reference, the natural (NBO) charges in units of e are:
1. C -0.41
2. N -0.45
3. C -0.41
4. C -0.40
5. H 0.20
6. H 0.17
7. H 0.19
8. H 0.20
9. H 0.20
10. H 0.16
11. H 0.20
12. H 0.19
13. H 0.16
14. O -0.94
15. H 0.47
16. H 0.47